This record from the OMol25 dataset describes one molecule with the formula C5H8N2O. The level of theory is ωB97M-V/def2-TZVPD.

The geometry in ORCA input format:
```
! RIJCOSX wB97M-V def2-TZVPD def2/J DEFGRID3
* xyz 0 1
C 1.69379 1.09404 0.30100
C 0.80051 -0.08039 -0.04820
C 1.34850 -1.23605 -0.43293
C -1.52525 -0.96160 0.26302
C -1.12371 1.38251 -0.38915
H 2.82839 0.94340 0.05352
H 1.19992 1.94370 -0.39786
H 1.49534 1.27572 1.46046
H 2.39307 -1.52184 -0.35248
H 0.69400 -2.10358 -0.55234
H -0.99833 -1.81943 0.70007
H -3.01102 -1.95281 0.46828
H -0.31495 2.06797 -0.88032
N -0.63467 0.13950 -0.04163
N -2.68649 -1.07917 -0.11668
O -2.15910 1.90803 -0.03475
*
```

**Kohn-Sham gap**: 9.9 eV
**Relative energy (zero: lowest compared OMol25 entry of this formula, charge and spin)**: 2.7884 eV
**SMILES string**: [H]/N=C/N(C=O)C(=C)C
**Energy**: -379.98571 Eh
**HOMO energy**: -9.24 eV

Atomic partial charges in e from the Löwdin method, atoms 1 to 2: -0.064, -0.381